# C44H64N4O12S2

A cluster of 8 separate species, C44H64N4O12S2 in total at a distorted geometry (ωB97M-V/def2-TZVPD, OMol25).

Geometry as XYZ:
```
126
Properties=species:S:1:pos:R:3
C -13.15723 25.14682 -1.08694
C -12.61788 25.64457 -2.26360
C -13.37583 25.61270 -3.43182
C -14.64328 25.03475 -3.46132
C -15.11864 24.38766 -2.26723
C -14.35084 24.47663 -1.11329
N -15.42506 25.23383 -4.73954
O -14.85759 25.60708 -5.74277
O -16.57880 24.77678 -4.67408
H -12.56872 25.21935 -0.18348
H -11.59678 25.98086 -2.36996
H -12.95050 26.09734 -4.29889
H -16.07875 23.89553 -2.31846
H -14.74519 24.04920 -0.20249
C -15.28799 27.51352 -16.01229
C -14.52594 27.03214 -14.93329
C -14.89948 27.47108 -13.66416
C -15.96095 28.27298 -13.56202
C -16.82524 28.64889 -14.61825
C -16.42065 28.26670 -15.86258
N -16.29668 28.79988 -12.21789
O -17.31804 29.39178 -12.08867
O -15.54979 28.61573 -11.23930
H -14.98540 27.16176 -16.98883
H -13.78063 26.27176 -15.11339
H -14.43480 27.04220 -12.78790
H -17.58900 29.39756 -14.47487
H -16.93602 28.53556 -16.77375
C -21.37896 20.80542 -10.81259
C -21.49081 20.20801 -12.03397
C -21.73064 20.88971 -13.18469
C -21.82451 22.29023 -13.12993
C -21.75065 22.93082 -11.86468
C -21.65804 22.17165 -10.70931
N -21.95891 23.12612 -14.32017
O -22.20387 24.30350 -14.13660
O -21.86004 22.56174 -15.39268
H -21.09860 20.19034 -9.96970
H -21.28342 19.14686 -12.03620
H -21.71261 20.41505 -14.15505
H -21.86728 24.00342 -11.81818
H -21.75202 22.73849 -9.79419
C -19.31437 31.04986 -16.49993
C -20.01478 30.12325 -15.75088
C -19.99074 30.15545 -14.38731
C -19.28797 31.21888 -13.72255
C -18.50530 32.10933 -14.45042
C -18.54275 31.99253 -15.83013
N -19.36252 31.17173 -12.26722
O -20.22096 30.45661 -11.70211
O -18.75144 32.03147 -11.69842
H -19.24809 31.04612 -17.57820
H -20.64426 29.38892 -16.23381
H -20.59751 29.48409 -13.79806
H -17.93764 32.91839 -14.01510
H -17.85616 32.54661 -16.45477
C -13.63069 29.79529 -2.28297
C -14.49820 30.66636 -3.16085
C -14.48484 30.40767 -4.62355
C -15.37772 29.34664 -5.21598
C -15.69259 29.55163 -6.77546
C -16.68175 30.62836 -7.28173
H -13.84913 28.73838 -2.44248
H -13.80137 30.03111 -1.23368
H -12.64465 29.99876 -2.70192
H -15.53156 30.73385 -2.81196
H -14.20081 31.70873 -3.02959
H -13.47499 30.04718 -4.84368
H -14.44680 31.33949 -5.18957
H -15.07322 28.34212 -4.92051
H -16.37178 29.38928 -4.76168
H -14.71103 29.87518 -7.13034
H -15.93811 28.61406 -7.27235
H -16.62693 31.05178 -8.28296
H -17.62209 30.07314 -7.23982
H -16.94311 31.39695 -6.55262
C -16.21505 23.82366 -11.08055
C -17.46219 23.80030 -11.92927
C -17.19032 24.07533 -13.46460
C -18.42480 24.81930 -14.02792
C -18.51556 24.87562 -15.55044
C -19.51351 25.89117 -15.96840
H -15.74300 24.79471 -10.92573
H -15.54219 23.11708 -11.56582
H -16.56335 23.51599 -10.09330
H -17.67986 22.73396 -12.00148
H -18.28640 24.42384 -11.58493
H -17.04770 23.14051 -14.00785
H -16.34731 24.73914 -13.66422
H -19.27144 24.34430 -13.53055
H -18.32747 25.82224 -13.60634
H -17.59224 25.00425 -16.11827
H -18.75314 23.84594 -15.82856
H -19.04819 26.86679 -15.82207
H -19.70897 25.81148 -17.03969
H -20.50065 25.77343 -15.52189
C -17.70627 27.41686 -8.74855
C -17.75797 26.03629 -7.89567
C -19.27524 25.70332 -7.79403
S -20.16513 26.40336 -9.18071
O -21.19216 27.37826 -8.61306
O -20.66363 25.37616 -10.06518
C -18.75600 27.28348 -9.86384
H -16.72895 27.50488 -9.22039
H -18.05874 28.27974 -8.18508
H -17.28738 26.30868 -6.95307
H -17.24649 25.28299 -8.49306
H -19.79234 26.09512 -6.91796
H -19.40544 24.62712 -7.67820
H -19.06008 28.18504 -10.39471
H -18.27857 26.63332 -10.59959
C -12.61472 25.34619 -10.71970
C -13.35956 26.57942 -10.06278
C -12.68019 26.88296 -8.67924
S -10.93405 26.93979 -9.21356
O -10.02969 26.52806 -8.14724
O -10.73841 28.16587 -10.00295
C -11.11186 25.57120 -10.49843
H -12.81547 25.24488 -11.78653
H -13.01104 24.43871 -10.26425
H -14.40958 26.28923 -10.07260
H -13.23469 27.47480 -10.67054
H -12.70616 26.18060 -7.84716
H -12.95225 27.89266 -8.37311
H -10.61870 24.64592 -10.19810
H -10.54328 25.80324 -11.39876
```

For the HOMO energy, the calculation gives -9.8 eV. The frontier orbital gap is 8.9 eV. The lowest unoccupied orbital energy is -0.9 eV. As for the total charge: 0. The SMILES is O=[N+]([O-])c1ccccc1.O=[N+]([O-])c1ccccc1.O=[N+]([O-])c1ccccc1.O=[N+]([O-])c1ccccc1.O=S1(=O)CCCC1.O=S1(=O)CCCC1.CCCCCC.CCCCCC.

Results of the Löwdin charge analysis, in e, for atoms 1 through 99: C -0.0772; C -0.0644; C -0.0249; C -0.1044; C 0.0138; C -0.0824; N -0.3241; O 0.0649; O 0.0563; H 0.1104; H 0.1113; H 0.1143; H 0.1107; H 0.1101; C -0.0693; C -0.0318; C -0.0196; C -0.1316; C 0.0274; C -0.0790; N -0.3059; O 0.0883; O 0.0497; H 0.1089; H 0.1101; H 0.1081; H 0.0887; H 0.1154; C -0.0697; C -0.1064; C -0.0082; C -0.1263; C 0.0005; C -0.0515; N -0.3548; O 0.0720; O 0.0760; H 0.1073; H 0.1099; H 0.1171; H 0.1003; H 0.1036; C -0.0696; C -0.0887; C -0.0062; C -0.1463; C 0.0017; C -0.0775; N -0.3585; O 0.0524; O 0.0953; H 0.1087; H 0.1126; H 0.1228; H 0.1227; H 0.1076; C -0.0981; C -0.3026; C -0.2558; C -0.1866; C -0.2232; C -0.0931; H 0.0578; H 0.0744; H 0.0770; H 0.1079; H 0.1052; H 0.1106; H 0.1167; H 0.0862; H 0.1031; H 0.0862; H 0.0632; H 0.0757; H 0.0460; H 0.0695; C -0.1155; C -0.2444; C -0.1916; C -0.2218; C -0.2756; C -0.1161; H 0.0458; H 0.0818; H 0.0678; H 0.1056; H 0.0845; H 0.1071; H 0.0896; H 0.0980; H 0.1061; H 0.1047; H 0.1076; H 0.0523; H 0.0761; H 0.0670; C -0.1873; C -0.1410; C -0.2268



# H6MgO15S3

A structure of composition H6MgO15S3 at a distorted geometry (ωB97M-V/def2-TZVPD, OMol25).

Geometry as XYZ:
```
25
Properties=species:S:1:pos:R:3
Mg -0.01685 -0.01566 -0.11236
S -3.47684 2.37812 1.20520
O -4.65865 1.51989 1.42503
O -3.06914 2.86221 2.50793
O -2.39434 1.75121 0.53301
O -3.81760 3.57896 0.46170
S 2.75383 2.68376 -2.40231
O 2.78786 2.00084 -3.68835
O 4.10307 2.70781 -1.84399
O 2.18315 4.01465 -2.62632
O 1.84749 1.96416 -1.49770
S 1.83535 -3.82162 0.62336
O 1.47711 -5.00444 -0.21208
O 1.61903 -2.51239 -0.05894
O 1.12741 -3.84027 1.93072
O 3.25317 -4.00927 0.92478
O -1.88130 -1.99216 0.98284
H -1.32247 -2.63825 1.41470
H -2.75572 -2.15721 1.33550
O -1.14874 -0.37753 -2.80512
H -1.21150 -1.00034 -3.52927
H -1.15750 0.48196 -3.22636
O 1.08958 0.42816 2.56551
H 2.04453 0.41985 2.63062
H 0.78919 0.57751 3.46199
```

For the HOMO energy, the calculation gives 3.2 eV. The frontier orbital gap is 4.5 eV. The energy above the lowest of the compared OMol25 structures with the same formula, charge and spin comes out at 63.3 kcal per mole. The lowest unoccupied orbital energy is 7.7 eV. As for the total charge: -4.

The molecule's natural (NBO) atomic charges, reported in e, are given here: Mg 1.8311; S 2.6297; O -1.1376; O -1.1541; O -1.1598; O -1.1324; S 2.6144; O -1.1435; O -1.1151; O -1.1189; O -1.1879; S 2.5754; O -1.1126; O -1.1481; O -1.1372; O -1.1188; O -0.9822; H 0.5046; H 0.4792; O -0.9627; H 0.4746; H 0.4949; O -0.9571; H 0.4841; H 0.4800



# C28H82N6O10

A cluster of 10 separate species, C28H82N6O10 in total at a distorted geometry (ωB97M-V/def2-TZVPD, OMol25).

Geometry as XYZ:
```
126
Properties=species:S:1:pos:R:3
C -0.34087 4.23635 -4.67749
C -0.43014 3.97864 -6.17923
C -1.40792 5.13188 -6.72953
O -1.63517 5.01136 -8.13851
C -2.25459 6.17332 -8.66177
N 1.05463 3.95041 -6.58633
H 0.25132 3.42654 -4.25132
H -1.34344 4.24849 -4.24992
H 0.12524 5.20434 -4.49354
H -0.91562 3.02559 -6.38925
H -0.98586 6.12953 -6.60847
H -2.40839 5.00727 -6.31523
H -1.93869 6.32408 -9.69404
H -2.48475 7.13640 -8.20615
H -3.27421 5.80496 -8.77480
H 1.40382 4.88917 -6.45634
H 1.15913 3.72002 -7.56413
C -5.90557 4.80663 5.50957
C -4.91860 3.74150 4.80065
C -3.58658 3.57166 5.49376
O -2.80773 4.84812 5.68447
C -1.51118 4.64580 6.27015
N -5.62961 2.44805 4.78698
H -5.44574 5.76578 5.74763
H -6.17962 4.39611 6.48141
H -6.82488 4.93759 4.93876
H -4.83503 4.17985 3.80618
H -2.96289 2.86254 4.94946
H -3.74597 3.16999 6.49444
H -0.93318 5.56821 6.21386
H -0.93969 3.81523 5.85584
H -1.66164 4.25102 7.27495
H -6.55772 2.62348 4.42930
H -5.19724 1.75819 4.18928
C 2.99576 -5.72576 -0.84199
C 2.61391 -4.34752 -0.23714
C 3.24669 -4.20272 1.14950
O 2.87791 -3.03405 1.97144
C 3.89804 -2.29742 2.77581
N 3.11925 -3.28635 -1.04379
H 2.46553 -5.89856 -1.77852
H 2.59119 -6.53305 -0.23150
H 4.05395 -5.83810 -1.07805
H 1.52876 -4.27557 -0.31040
H 4.33390 -4.27834 1.13025
H 2.79530 -5.08454 1.60418
H 4.13412 -2.83903 3.69180
H 3.53412 -1.32302 3.10169
H 4.75558 -2.12121 2.12644
H 2.57913 -2.49576 -0.72233
H 4.04975 -3.04357 -0.73504
C -0.12404 -0.49058 -6.00182
C -0.69540 -1.58254 -5.13512
C -0.61560 -3.03196 -5.66114
O -1.68355 -3.68092 -5.04097
C -1.61821 -5.10991 -5.20735
N 0.02066 -1.46270 -3.80942
H 0.96516 -0.52582 -5.97947
H -0.44513 0.46301 -5.58268
H -0.49868 -0.65483 -7.01215
H -1.75112 -1.37788 -4.95720
H 0.30922 -3.55226 -5.41196
H -0.79425 -3.13846 -6.73111
H -0.72462 -5.49005 -4.71228
H -1.50615 -5.38022 -6.25734
H -2.46530 -5.71273 -4.88000
H 0.96819 -1.78529 -3.94443
H -0.33605 -2.17896 -3.19311
C -1.59969 -3.13613 1.57201
C -1.27261 -2.97268 3.13208
C 0.16974 -3.28545 3.59386
O 0.30412 -2.94925 5.04554
C 1.59704 -3.20501 5.63325
N -1.60772 -1.61311 3.55102
H -2.66778 -3.08938 1.35963
H -1.14361 -4.05559 1.20502
H -1.15990 -2.23573 1.14311
H -1.82343 -3.71429 3.71062
H 0.78812 -2.54190 3.09103
H 0.39468 -4.33200 3.38832
H 2.42304 -2.54852 5.35970
H 1.96500 -4.20840 5.41900
H 1.57913 -3.09938 6.71798
H -1.13686 -1.54303 4.44179
H -1.01611 -1.01443 2.99273
C 1.16775 -0.54285 -0.52068
C -0.14679 0.32835 -0.49648
C 0.05155 1.34255 0.63549
O 0.26499 0.70603 1.84441
C 0.16548 1.49812 3.00808
N -0.28089 1.03172 -1.74262
H 2.00432 0.06664 -0.86241
H 0.88809 -1.36948 -1.17380
H 1.42071 -1.05744 0.40631
H -1.07503 -0.24245 -0.52231
H -0.78169 2.04525 0.63015
H 0.99694 1.86700 0.49659
H 1.10142 2.02227 3.20139
H 0.15799 0.78785 3.83486
H -0.75601 2.06979 3.11833
H -0.20409 0.34448 -2.47875
H 0.46109 1.70050 -1.89197
C 3.55735 1.85117 -4.14382
O 4.16421 3.14635 -4.51027
H 3.17304 1.29624 -4.99966
H 4.29501 1.13253 -3.78672
H 2.77728 2.04145 -3.40668
H 3.56035 3.77036 -4.91962
C 5.35000 0.83959 5.13350
O 3.97923 0.48267 4.97403
H 5.92778 -0.03501 5.43242
H 5.74332 1.28544 4.21992
H 5.52281 1.61877 5.87588
H 3.61456 1.12747 4.36342
C 0.86722 -0.21843 6.96875
O -0.28683 -1.07872 6.72744
H 0.64673 0.67297 7.55604
H 1.61731 -0.75450 7.55021
H 1.39308 0.10476 6.07035
H -0.19490 -1.75620 6.05352
C -2.63323 -2.98855 -2.02086
O -3.54628 -2.95029 -3.09314
H -3.26751 -2.91759 -1.13726
H -2.04159 -3.90384 -2.00332
H -1.96564 -2.13498 -1.90319
H -2.99207 -3.15708 -3.84924
```

For the HOMO energy (spin up / spin down), the calculation gives -10.8 / -10.8 eV. The frontier orbital gap (spin up / spin down) is 8.4 / 2.7 eV. The energy above the lowest of the compared OMol25 structures with the same formula, charge and spin comes out at 47.4 kcal per mole. The lowest unoccupied orbital energy (spin up / spin down) is -2.4 / -8.1 eV. Its multiplicity is 2. As for the total charge: +1. The expectation value of S² is 0.755.

Results of the Löwdin charge analysis, in e, for atoms 1 through 99: C -0.1032; C -0.3556; C -0.1770; O -0.1994; C -0.1293; N 0.0423; H 0.0481; H 0.0749; H 0.0820; H 0.1213; H 0.1208; H 0.1239; H 0.0877; H 0.0923; H 0.0811; H 0.0614; H 0.0642; C -0.0439; C -0.4132; C -0.1562; O -0.2072; C -0.1159; N 0.0272; H 0.0673; H 0.0702; H 0.0648; H 0.1200; H 0.1046; H 0.1253; H 0.0883; H 0.0608; H 0.0813; H 0.0655; H 0.0649; C -0.0524; C -0.4478; C -0.1640; O -0.2442; C -0.0469; N 0.0389; H 0.0711; H 0.0769; H 0.0837; H 0.1348; H 0.1300; H 0.1129; H 0.0799; H 0.0614; H 0.0814; H 0.0127; H 0.0782; C -0.0513; C -0.3693; C -0.1849; O -0.2378; C -0.0591; N 0.0553; H 0.0792; H 0.0689; H 0.0908; H 0.1413; H 0.1298; H 0.1353; H 0.0889; H 0.0910; H 0.1002; H 0.0812; H 0.0410; C -0.0247; C -0.3916; C -0.1193; O -0.2386; C -0.0735; N 0.0673; H 0.0714; H 0.0705; H 0.0433; H 0.1341; H 0.1075; H 0.1286; H 0.0728; H 0.0920; H 0.0937; H 0.0396; H 0.0305; C 0.0184; C -0.2966; C -0.2025; O -0.1935; C -0.0637; N 0.3321; H 0.1066; H 0.0642; H 0.0903; H 0.1537; H 0.1428; H 0.1404; H 0.0942; H 0.0805



# C3H11NOP

A cluster of 2 separate species, C3H11NOP in total at a distorted geometry (ωB97M-V/def2-TZVPD, OMol25).

Geometry as XYZ:
```
17
Properties=species:S:1:pos:R:3
C -2.41780 0.72753 0.13585
C -1.33318 -0.22125 -0.38011
C 1.09497 0.40970 -0.68662
N -0.02483 0.39684 -0.10413
O 1.68141 -1.67930 0.20463
P 2.41377 1.38749 -0.07060
H -2.47316 1.59835 -0.41096
H -3.42229 0.35213 0.09559
H -2.10572 0.82646 1.23901
H -1.53449 -0.49104 -1.41490
H -1.20584 -1.23315 0.12147
H 1.25331 0.07387 -1.72232
H 1.71137 -1.84694 1.08438
H -0.20569 0.48853 0.97954
H 1.08134 -2.27104 -0.17314
H 3.21966 0.21372 -0.24324
H 2.26716 1.26808 1.34554
```

For the HOMO energy, the calculation gives -14.5 eV. The frontier orbital gap is 10.3 eV. The energy above the lowest of the compared OMol25 structures with the same formula, charge and spin comes out at 83.5 kcal per mole. The lowest unoccupied orbital energy is -4.2 eV. As for the total charge: +1.

The molecule's natural (NBO) atomic charges, reported in e, are given here: C -0.6015; C -0.2382; C -0.0069; N -0.4738; O -0.9233; P 0.4132; H 0.2345; H 0.2556; H 0.1938; H 0.2320; H 0.2098; H 0.2591; H 0.4833; H 0.4310; H 0.4810; H 0.0453; H 0.0052



| no. | total energy (a.u.) |
| --- | --- |
| 1 | -3632.75668 |
| 2 | -2526.61048 |
| 3 | -2196.29502 |
| 4 | -591.91505 |